No. 1
Below is a molecular structure, C5H19AgMnN8O8 in a non-equilibrium geometry, with properties calculated with the ωB97M-V functional and the def2-TZVPD basis.

Calculated values
Strongest force on any atom in Eh/bohr: 0.1555
Spin multiplicity: 7
Expectation value of S²: 12.024
LUMO level (alpha / beta) in hartree: -0.4051 / -0.4686
E_tot in Ha: -2538.95748
Charge: +3

Last column: natural (NBO) charge in e.
Element x y z (Å)
1 Mn 2.03 1.70 2.57  1.77
2 Ag 0.98 -2.63 5.06  0.99
3 O -0.30 -1.47 1.05  -0.70
4 C 0.58 -0.98 1.93  1.02
5 O 0.68 -1.62 3.01  -0.85
6 O 1.15 0.12 1.66  -0.89
7 H -0.61 -2.29 1.48  0.54
8 O -1.43 -4.20 1.33  -0.98
9 H -0.59 -4.44 0.92  0.48
10 H -1.91 -5.04 1.38  0.51
11 C -2.90 -1.52 -2.79  0.64
12 O -2.75 -2.24 -3.84  -0.53
13 N -3.69 -0.45 -2.71  -0.55
14 N -2.45 -1.97 -1.62  -0.40
15 H -4.23 -0.18 -3.53  0.46
16 H -3.59 0.14 -1.88  0.44
17 H -2.64 -1.44 -0.77  0.44
18 H -2.16 -2.94 -1.59  0.45
19 C -3.21 1.29 0.71  0.80
20 O -3.63 0.43 -0.09  -0.76
21 N -2.04 1.29 1.40  -0.85
22 N -4.02 2.35 1.01  -0.80
23 H -2.02 1.78 2.27  0.40
24 H -1.43 0.52 1.19  0.40
25 H -5.00 2.16 0.84  0.43
26 H -3.72 3.03 1.67  0.40
27 C 4.55 1.49 0.58  0.82
28 O 3.40 1.76 1.08  -0.90
29 N 4.76 0.96 -0.62  -0.76
30 N 5.63 1.59 1.40  -0.78
31 H 5.67 0.53 -0.68  0.41
32 H 4.08 0.91 -1.37  0.47
33 H 5.64 1.45 2.39  0.42
34 H 6.48 1.35 0.91  0.41
35 C 1.56 1.02 -1.97  0.79
36 O 2.64 0.93 -2.53  -0.67
37 N 1.08 2.18 -1.43  -0.85
38 N 0.71 -0.05 -1.91  -0.85
39 H 0.13 2.34 -1.14  0.39
40 H 1.65 3.00 -1.54  0.42
41 H -0.17 0.00 -1.44  0.38
42 H 1.09 -0.86 -2.38  0.43

No. 2
Below is 2 unconnected molecules or ions with the total composition CH4FNO2 in a non-equilibrium geometry, with properties calculated with the ωB97M-V functional and the def2-TZVPD basis.

Calculated values
Strongest force on any atom in Eh/bohr: 0.0538
LUMO level in hartree: 0.0151
E_tot in Ha: -345.63756

Last column: natural (NBO) charge in e.
Element x y z (Å)
1 N 0.52 0.41 0.91  -0.84
2 C -0.56 -0.03 0.18  0.90
3 O -0.56 -0.33 -1.02  -0.66
4 O -1.54 -0.19 1.07  -0.67
5 H 0.56 0.47 1.94  0.40
6 H 1.22 1.00 0.61  0.40
7 H -2.14 -0.83 0.73  0.50
8 F 1.65 -0.31 -2.46  -0.60
9 H 0.86 -0.19 -1.97  0.57

No. 3
Below is a molecular structure, C18H35FInN2O7 in a non-equilibrium geometry, with properties calculated with the ωB97M-V functional and the def2-TZVPD basis.

Calculated values
Strongest force on any atom in Eh/bohr: 0.0785
LUMO level in hartree: 0.0864
E_tot in Ha: -1633.01964
Charge: -1

Last column: Mulliken charge in e.
Element x y z (Å)
1 C 0.99 3.24 -1.89  -1.12
2 C 1.23 1.97 -2.75  0.63
3 C 0.00 1.14 -2.95  0.57
4 O -0.29 0.71 -4.01  -0.62
5 O -0.71 0.89 -1.84  -0.23
6 C -1.23 -0.46 -1.77  -0.85
7 C -0.99 -1.06 -0.38  -0.75
8 In 1.11 -0.76 0.43  0.98
9 C 2.53 -2.36 -0.24  -1.27
10 C 3.03 -2.23 -1.69  -0.39
11 C 4.25 -1.32 -1.92  -0.33
12 C 5.36 -1.37 -0.86  -0.72
13 O 5.46 -0.11 -0.15  -0.38
14 C 5.00 -0.13 1.11  0.45
15 O 5.62 0.35 1.96  -0.50
16 C 0.97 -0.96 2.71  -0.80
17 C 1.07 0.35 3.43  0.51
18 O 0.98 0.48 4.58  -0.54
19 F 1.24 1.44 2.70  -0.18
20 H 0.82 4.13 -2.49  0.29
21 H 1.91 3.39 -1.32  0.32
22 H 0.21 3.02 -1.18  0.19
23 H 1.91 1.36 -2.16  -0.61
24 H 1.74 2.18 -3.67  0.41
25 H -0.77 -1.11 -2.52  0.41
26 H -2.30 -0.40 -1.93  0.32
27 H -1.11 -2.15 -0.44  0.18
28 H -1.72 -0.68 0.34  0.31
29 H 1.70 0.89 0.14  -0.45
30 H 1.97 -3.30 -0.18  0.42
31 H 3.31 -2.45 0.51  0.46
32 H 3.22 -3.22 -2.11  0.43
33 H 2.21 -1.82 -2.30  0.07
34 H 4.71 -1.66 -2.85  0.40
35 H 4.00 -0.27 -2.07  0.06
36 H 5.30 -2.23 -0.19  0.49
37 H 6.31 -1.47 -1.38  0.33
38 H 4.01 -0.54 1.35  0.06
39 H 1.85 -1.53 3.01  0.26
40 H 0.07 -1.49 3.01  0.17
41 C -1.41 -4.55 1.74  0.12
42 O -0.49 -4.83 2.48  -0.61
43 N -2.62 -4.11 2.14  0.13
44 C -3.67 -3.79 1.19  -0.98
45 C -2.87 -3.95 3.56  -0.97
46 H -1.32 -4.63 0.64  0.31
47 H -3.96 -2.74 1.30  0.34
48 H -4.55 -4.42 1.38  0.37
49 H -3.33 -3.96 0.17  0.33
50 H -2.16 -3.23 3.98  0.27
51 H -2.74 -4.90 4.06  0.30
52 H -3.89 -3.59 3.71  0.40
53 C -2.11 4.56 -0.88  0.27
54 O -1.12 4.52 -0.18  -0.61
55 N -3.36 4.82 -0.43  0.13
56 C -4.51 4.85 -1.32  -0.95
57 C -3.55 5.10 0.98  -0.96
58 H -2.07 4.36 -1.96  0.21
59 H -4.97 5.84 -1.30  0.34
60 H -5.24 4.10 -1.00  0.34
61 H -4.20 4.62 -2.34  0.30
62 H -2.96 5.96 1.27  0.29
63 H -3.22 4.24 1.57  0.30
64 H -4.60 5.29 1.18  0.38

No. 4
Below is a molecular structure, C3H8CsFO3S in a non-equilibrium geometry, with properties calculated with the ωB97M-V functional and the def2-TZVPD basis.

Calculated values
Strongest force on any atom in Eh/bohr: 0.0634
LUMO level in hartree: -0.0616
E_tot in Ha: -862.87580

Last column: natural (NBO) charge in e.
Element x y z (Å)
1 Cs -8.49 -19.45 17.91  0.99
2 F -10.51 -15.81 14.61  -0.99
3 O -15.75 -22.14 20.78  -0.87
4 S -14.96 -23.39 20.73  2.27
5 O -13.50 -23.50 20.81  -0.92
6 O -15.50 -24.22 22.09  -0.71
7 C -15.07 -25.59 22.33  -0.08
8 C -15.23 -25.88 23.87  -0.63
9 C -15.58 -24.47 19.37  -0.84
10 H -14.10 -25.80 21.90  0.19
11 H -15.69 -26.33 21.82  0.17
12 H -16.25 -25.78 24.23  0.22
13 H -14.53 -25.34 24.51  0.22
14 H -14.95 -26.91 24.09  0.22
15 H -16.64 -24.23 19.29  0.26
16 H -15.42 -25.51 19.65  0.24
17 H -15.04 -24.21 18.46  0.25

No. 5
Below is a molecular structure, C31H32ClIrN4O4, with properties calculated with the ωB97M-V functional and the def2-TZVPD basis.

Calculated values
Strongest force on any atom in Eh/bohr: 0.0097
Spin multiplicity: 2
Expectation value of S²: 0.784
LUMO level (alpha / beta) in hartree: -0.3326 / -0.4193
E_tot in Ha: -2284.12719
Charge: +3

Last column: Mulliken charge in e.
Element x y z (Å)
1 Ir -0.14 0.20 0.64  1.55
2 C 4.78 -3.76 3.63  -1.57
3 C 3.99 -2.79 2.83  0.31
4 C 4.47 -2.31 1.58  -0.79
5 C 3.74 -1.43 0.83  0.53
6 C 4.22 -1.04 -0.50  -0.41
7 N 3.43 -0.78 -1.47  0.45
8 C 3.81 -0.30 -2.80  -1.03
9 C 3.56 1.21 -2.93  -0.89
10 C 2.18 1.61 -2.42  -0.29
11 N 2.00 3.06 -2.54  0.06
12 C 0.92 3.77 -2.46  -0.33
13 C -0.44 3.41 -2.14  0.64
14 C -1.41 4.21 -2.77  -0.88
15 C -2.77 3.99 -2.64  -0.10
16 C -3.79 4.82 -3.35  -1.57
17 C -3.14 2.95 -1.80  -0.90
18 C -2.22 2.16 -1.10  0.06
19 C -2.77 1.15 -0.22  0.54
20 N -2.12 0.33 0.53  -0.33
21 C -2.85 -0.67 1.33  -0.70
22 C -2.69 -0.45 2.84  -0.68
23 C -1.37 0.18 3.30  -0.80
24 N -0.20 -0.32 2.56  -0.29
25 C 0.72 -0.97 3.16  -0.16
26 C 1.97 -1.44 2.57  0.58
27 C 2.74 -2.33 3.28  -0.58
28 C 2.48 -0.92 1.32  0.51
29 O 1.90 -0.01 0.66  -0.98
30 C -0.84 2.38 -1.25  1.11
31 O 0.09 1.73 -0.57  -0.56
32 H 5.77 -3.92 3.23  0.41
33 H 4.87 -3.41 4.67  0.42
34 H 4.26 -4.72 3.68  0.37
35 H 5.42 -2.68 1.22  0.52
36 H 5.29 -0.97 -0.68  0.58
37 H 2.40 -0.94 -1.35  -0.07
38 H 4.86 -0.53 -2.98  0.45
39 H 3.21 -0.86 -3.52  0.38
40 H 4.32 1.75 -2.37  0.48
41 H 3.68 1.47 -3.99  0.51
42 H 1.37 1.12 -2.97  0.34
43 H 2.06 1.34 -1.37  0.20
44 H 2.83 3.58 -2.79  0.38
45 H 1.06 4.81 -2.74  0.53
46 H -1.08 5.03 -3.40  0.42
47 H -3.33 5.67 -3.85  0.39
48 H -4.31 4.23 -4.11  0.36
49 H -4.54 5.20 -2.66  0.40
50 H -4.20 2.75 -1.65  0.50
51 H -3.86 1.09 -0.19  0.47
52 H -3.91 -0.65 1.06  0.71
53 H -2.45 -1.64 1.04  0.03
54 H -3.49 0.19 3.22  0.37
55 H -2.82 -1.42 3.33  0.36
56 H -1.39 1.26 3.14  0.29
57 H -1.23 0.01 4.37  0.54
58 H 0.59 -1.17 4.22  0.51
59 H 2.38 -2.69 4.24  0.59
60 Cl 0.20 -8.17 -1.29  -0.14
61 C 0.23 -6.47 -1.09  0.38
62 C -0.19 -5.91 0.12  -0.98
63 C -0.17 -4.54 0.28  -0.28
64 C 0.28 -3.72 -0.76  0.61
65 C 0.69 -4.29 -1.97  -0.33
66 C 0.66 -5.66 -2.14  -0.89
67 C 0.32 -2.26 -0.62  0.13
68 O 0.85 -1.51 -1.45  -0.82
69 O -0.16 -1.79 0.52  -0.43
70 H -0.53 -6.56 0.91  0.44
71 H -0.50 -4.10 1.21  0.45
72 H 1.01 -3.65 -2.78  0.48
73 H 0.96 -6.11 -3.07  0.44

No. 6
Below is 3 unconnected molecules or ions with the total composition C20H24INO4S3, with properties calculated with the ωB97M-V functional and the def2-TZVPD basis.

Calculated values
Strongest force on any atom in Eh/bohr: 0.0107
LUMO level in hartree: 0.0114
E_tot in Ha: -2624.47894

Last column: natural (NBO) charge in e.
Element x y z (Å)
1 I 4.08 -2.34 0.55  0.14
2 C 2.40 -1.23 0.03  -0.13
3 C 2.38 0.14 0.27  -0.28
4 C 1.25 0.87 -0.09  -0.17
5 C 0.15 0.25 -0.67  -0.25
6 C 0.18 -1.13 -0.89  0.25
7 C 1.31 -1.87 -0.55  -0.31
8 N -0.94 -1.74 -1.47  -0.62
9 C -2.22 -1.36 -1.03  0.23
10 C -3.24 -2.29 -0.81  -0.28
11 C -4.49 -1.88 -0.37  -0.18
12 C -4.74 -0.53 -0.17  -0.23
13 C -3.75 0.41 -0.42  -0.19
14 C -2.48 0.00 -0.83  -0.25
15 S -1.24 1.19 -1.20  0.34
16 H 3.23 0.64 0.71  0.23
17 H 1.21 1.93 0.10  0.23
18 H 1.33 -2.94 -0.70  0.22
19 H -0.85 -2.74 -1.55  0.38
20 H -3.03 -3.34 -0.94  0.21
21 H -5.26 -2.61 -0.18  0.21
22 H -5.71 -0.20 0.18  0.22
23 H -3.93 1.46 -0.23  0.24
24 O -5.15 2.85 -2.28  -0.95
25 S -4.08 3.35 -3.11  2.17
26 O -2.93 3.95 -2.50  -0.94
27 C -3.59 2.05 -4.25  -0.68
28 C -4.51 2.26 -5.45  -0.41
29 C -4.54 3.77 -5.70  -0.40
30 C -4.78 4.45 -4.35  -0.67
31 H -3.71 1.09 -3.74  0.26
32 H -2.54 2.21 -4.49  0.24
33 H -4.14 1.71 -6.32  0.23
34 H -5.51 1.89 -5.22  0.22
35 H -3.58 4.09 -6.11  0.21
36 H -5.31 4.05 -6.42  0.23
37 H -4.29 5.42 -4.25  0.25
38 H -5.84 4.55 -4.12  0.25
39 O 5.27 -2.63 7.49  -0.95
40 S 6.26 -1.98 6.67  2.17
41 O 7.47 -1.48 7.27  -0.94
42 C 6.65 -3.05 5.28  -0.67
43 C 5.65 -2.64 4.21  -0.41
44 C 5.59 -1.11 4.24  -0.40
45 C 5.46 -0.69 5.71  -0.67
46 H 6.57 -4.08 5.61  0.26
47 H 7.67 -2.82 4.99  0.24
48 H 5.94 -3.02 3.23  0.22
49 H 4.66 -3.05 4.45  0.22
50 H 6.52 -0.70 3.82  0.21
51 H 4.77 -0.72 3.64  0.23
52 H 5.95 0.25 5.94  0.25
53 H 4.42 -0.65 6.04  0.25